# 1
The following is a DFT calculation (wB97M-V/def2-TZVPD) of a cluster of 2 separate species, C4H11N2O2S in total.

Properties
Charge: -1
Multiplicity: 1
Kohn-Sham gap (alpha / beta) (eV): 7.60 / 5.94
Relative energy (zero: lowest compared OMol25 entry of this formula, charge and spin) (kJ/mol): 428.9

Structure (XYZ):
```
20
Properties=species:S:1:pos:R:3:lowdin_charge:R:1
C 1.5729 -2.0668 0.5364 -0.11
C -0.9258 -1.2462 0.7221 -0.05
C 0.4209 1.4437 -2.0998 -0.16
C 0.6099 -0.8507 0.6539 -0.43
N -0.0846 0.7627 -0.9442 -0.17
N 0.9386 0.1166 -0.3501 0.00
O 0.5098 2.6264 2.8090 -0.67
O -0.4466 2.7835 0.5198 -0.65
S 0.6716 3.1508 1.4095 0.60
H 1.4287 -3.0332 1.2287 0.11
H 1.6152 -2.3647 -0.5042 0.04
H 2.5601 -1.6533 0.6896 0.04
H -1.5218 -0.4539 0.5638 0.02
H -1.1415 -1.3838 1.7178 0.04
H -1.2508 -2.0551 0.1721 0.04
H 1.0490 2.3544 -1.9677 0.07
H 1.0336 0.7275 -2.5739 0.04
H -0.4735 1.9083 -2.6879 0.10
H 0.8211 -0.3908 1.7021 0.14
H -0.3995 1.5796 -0.3908 0.00
```

***

# 2
The following is a DFT calculation (wB97M-V/def2-TZVPD) of an isolated molecule of C3H8N2O2.

Properties
SMILES: NC(=O)CNCO
Multiplicity: 1
Kohn-Sham gap (eV): 9.73
Relative energy (zero: lowest compared OMol25 entry of this formula, charge and spin) (kJ/mol): 123.9

Structure (XYZ):
```
15
Properties=species:S:1:pos:R:3:lowdin_charge:R:1
O 0.8401 2.2587 0.0137 0.06
C 1.1079 1.1927 0.5234 -0.54
N 1.8350 1.1148 1.6757 0.16
C 0.6787 -0.1233 -0.0997 -0.16
N -0.7375 -0.1542 -0.2780 -0.05
C -1.3680 -0.9532 -1.2682 -0.30
O -2.5364 -1.5896 -0.7663 -0.06
H 1.9266 1.9880 2.1693 0.11
H 2.1378 0.2727 2.1244 0.10
H 1.1793 -0.1690 -1.0716 0.13
H 1.1148 -0.9750 0.4336 0.11
H -1.2673 0.5871 0.1421 0.13
H -1.6198 -0.4312 -2.2044 0.12
H -0.6701 -1.7398 -1.5422 0.12
H -2.6211 -1.2785 0.1480 0.08
```

***

# 3
The following is a DFT calculation (wB97M-V/def2-TZVPD) of a structure of composition C15H36N6O3PRh.

Properties
Charge: +2
Multiplicity: 1
Kohn-Sham gap (eV): 8.45
Relative energy (zero: lowest compared OMol25 entry of this formula, charge and spin) (kJ/mol): 150.9

Structure (XYZ):
```
62
Properties=species:S:1:pos:R:3:lowdin_charge:R:1
Rh -0.1551 -0.0694 -0.0859 0.94
N 0.1151 1.9448 -0.9147 -0.01
C 1.1503 2.7193 -0.1964 -0.18
C 0.8623 2.6409 1.2941 -0.17
N 0.8009 1.2402 1.7069 -0.13
C 2.0262 0.6180 2.1924 -0.18
C 2.7528 -0.0140 1.0119 -0.18
N 1.8284 -0.9681 0.3325 -0.03
H 0.3424 1.8874 -1.8978 0.10
H -0.7786 2.4189 -0.8171 0.08
H 1.1706 3.7660 -0.5045 0.13
H 2.1108 2.2812 -0.4530 0.10
H -0.1152 3.0833 1.4918 0.12
H 1.6069 3.2149 1.8515 0.13
H 0.0518 1.1323 2.3791 0.11
H 1.7510 -0.1553 2.9128 0.13
H 2.6931 1.3186 2.7024 0.13
H 3.6589 -0.5093 1.3660 0.13
H 3.0438 0.7276 0.2751 0.10
H 1.6826 -1.7487 0.9623 0.09
H 2.2738 -1.3248 -0.5073 0.10
C 2.0086 -0.2153 -3.6203 0.01
O 1.4231 0.1831 -2.3438 -0.15
C 0.3749 -0.5405 -1.9376 -0.58
O -0.0630 -1.4561 -2.5857 0.00
H 2.9157 0.3705 -3.7119 0.10
H 1.3172 0.0119 -4.4272 0.11
H 2.2244 -1.2798 -3.6115 0.10
C -3.9845 0.3944 1.7594 -0.05
C -3.1717 0.8459 0.5550 -0.54
C -3.2416 2.3559 0.4033 -0.05
O -1.8303 0.4078 0.7414 -0.41
H -5.0430 0.6102 1.6094 0.10
H -3.6458 0.9180 2.6554 0.09
H -3.8748 -0.6765 1.9441 0.05
H -3.5987 0.4093 -0.3572 0.13
H -2.8150 2.8367 1.2879 0.09
H -4.2724 2.6958 0.2934 0.09
H -2.6885 2.6823 -0.4817 0.06
C -2.8602 -4.5201 -1.2513 -0.09
N -1.4159 -4.8801 -0.8555 -0.06
C -1.4286 -5.4321 0.5770 -0.10
N -2.0230 -4.4925 1.4603 -0.14
C -3.3935 -4.1857 1.0347 -0.13
N -3.4156 -3.6178 -0.3121 -0.13
C -2.8323 -2.2748 -0.3579 -0.25
P -1.0596 -2.2823 0.1439 1.04
C -0.5179 -3.6829 -0.9623 -0.21
C -1.2165 -3.2904 1.6911 -0.26
H -3.4150 -5.4572 -1.2708 0.15
H -2.8219 -4.0910 -2.2508 0.15
H -1.0760 -5.6027 -1.4919 0.19
H -0.3973 -5.6475 0.8516 0.15
H -2.0032 -6.3568 0.5513 0.15
H -3.8412 -3.4829 1.7343 0.14
H -3.9776 -5.1057 1.0431 0.15
H -3.3815 -1.6288 0.3169 0.06
H -2.9131 -1.8512 -1.3603 0.12
H 0.4934 -3.9976 -0.6963 0.11
H -0.5040 -3.3347 -1.9861 0.08
H -1.6911 -2.6840 2.4641 0.11
H -0.2289 -3.5721 2.0637 0.10
```

***

# 4
The following is a DFT calculation (wB97M-V/def2-TZVPD) of a structure of composition C23H36N6O4S4Tc.

Properties
Charge: +4
Multiplicity: 4
Kohn-Sham gap (alpha / beta) (eV): 7.88 / 6.63

Structure (XYZ):
```
74
Properties=species:S:1:pos:R:3:lowdin_charge:R:1
Tc -0.1498 -0.3969 1.4952 0.94
C -1.7676 2.6338 1.5390 -0.48
C -2.7338 1.6480 0.9135 -0.45
S -2.5554 -0.0477 1.5516 0.89
C -3.0650 0.1686 3.2986 -0.41
C -2.1525 -0.5281 4.2947 -0.42
S -0.3656 -0.4379 3.9364 0.87
C 0.3208 0.9283 4.9212 -0.44
C 0.1156 2.3352 4.3978 -0.53
S 1.0290 2.7786 2.8936 0.67
H -1.8514 3.6090 1.0597 0.09
H -1.9517 2.7674 2.6013 0.06
H -3.7654 1.9602 1.0852 0.12
H -2.5906 1.5642 -0.1657 0.08
H -3.1402 1.2371 3.4918 0.09
H -4.0683 -0.2508 3.3810 0.11
H -2.3047 -0.1277 5.2984 0.11
H -2.3652 -1.5961 4.3486 0.09
H -0.1283 0.8131 5.9100 0.11
H 1.3808 0.6920 5.0224 0.10
H -0.9369 2.5945 4.2989 0.07
H 0.5340 3.0424 5.1223 0.11
N 1.4154 -2.9361 -1.3792 0.24
C 2.2762 -3.5426 -0.2851 -0.23
C 3.2249 -2.5201 0.3542 -0.06
C 2.7901 -1.8087 1.6465 -0.29
N 2.0217 -0.5269 1.4372 -0.03
C 2.0426 -2.7438 2.5900 -0.11
C 0.9023 -3.5095 1.9294 -0.29
N -0.2814 -2.6117 1.6197 -0.02
C 1.4128 -4.2992 0.7222 -0.07
H 2.0002 -2.5099 -2.1038 0.18
H 0.7590 -2.2106 -1.0367 0.10
H 0.8719 -3.6670 -1.8478 0.18
H 2.8840 -4.2659 -0.8280 0.17
H 3.5738 -1.7972 -0.3902 0.14
H 4.1161 -3.0882 0.6284 0.15
H 3.7194 -1.5193 2.1390 0.16
H 2.3099 -0.0732 0.5664 0.09
H 2.3414 0.1194 2.1607 0.09
H 1.6871 -2.1971 3.4637 0.09
H 2.7513 -3.4816 2.9725 0.15
H 0.5457 -4.2561 2.6397 0.16
H -0.9592 -2.7775 2.3611 0.09
H -0.7612 -2.9615 0.7903 0.11
H 0.5943 -4.8205 0.2150 0.14
H 2.0384 -5.0941 1.1337 0.16
S -0.0532 2.0463 1.2882 0.54
C -0.1958 3.8130 -1.4698 -0.04
N 0.6998 4.7240 -1.8696 0.15
C 0.4619 5.4177 -3.0073 0.05
C -0.6952 5.1644 -3.7135 0.05
C -1.5656 4.2044 -3.2189 0.01
N -1.2648 3.5401 -2.0793 0.15
H 1.5420 4.9044 -1.3312 0.19
H 1.2047 6.1499 -3.3008 0.17
H -0.9129 5.7080 -4.6228 0.15
H -2.4994 3.9598 -3.7095 0.15
O 1.2271 0.9577 -1.1407 0.01
C 0.3904 0.1247 -1.4201 -0.57
O -0.1317 -0.6883 -0.4716 -0.33
C -0.0947 -0.1527 -2.7910 -0.18
C -1.3510 -0.7232 -3.0107 0.00
C -1.7967 -0.9305 -4.3056 0.04
C -0.9596 -0.5804 -5.3503 -0.10
C 0.2920 -0.0205 -5.1635 0.04
C 0.7228 0.2049 -3.8666 0.01
N -1.4290 -0.8222 -6.7452 -0.34
O -0.7071 -0.4270 -7.6272 0.13
O -2.4885 -1.3875 -6.8615 0.13
H -1.9850 -0.9911 -2.1756 0.12
H -2.7665 -1.3563 -4.5233 0.14
H 0.8983 0.2244 -6.0248 0.14
H 1.6934 0.6476 -3.6824 0.13
```

***

# 5
The following is a DFT calculation (wB97M-V/def2-TZVPD) of a structure of composition C18H14BBrCl3F6INOSiSm.

Properties
Multiplicity: 6
Kohn-Sham gap (alpha / beta) (eV): 8.13 / 8.65
Relative energy (zero: lowest compared OMol25 entry of this formula, charge and spin) (kJ/mol): 54.6

Structure (XYZ):
```
48
Properties=species:S:1:pos:R:3:lowdin_charge:R:1
Sm 0.4359 0.6969 -0.3633 1.14
F -0.5784 -0.3659 5.2584 0.07
C 0.3912 -0.2412 4.3382 -0.28
C 0.0564 -0.0932 3.0086 -0.13
C 1.0160 0.0393 1.9994 -0.23
C 2.3757 0.0150 2.4174 -0.14
C 2.6685 -0.1303 3.7749 -0.21
F 3.9388 -0.1606 4.2393 0.05
C 1.7030 -0.2594 4.7503 0.06
C 3.4276 0.1138 1.3735 -0.20
C 4.7988 0.1633 1.6435 0.01
C 5.7130 0.1635 0.6063 -0.05
C 5.2572 0.1284 -0.7003 -0.05
C 3.8912 0.1303 -0.8980 -0.13
N 3.0006 0.1242 0.0942 0.01
H -1.0046 -0.0585 2.7873 0.00
H 1.9784 -0.3627 5.7899 0.13
H 5.1604 0.2093 2.6545 0.10
H 6.7738 0.1893 0.8191 0.11
H 5.9362 0.1137 -1.5408 0.11
H 3.4883 0.1460 -1.9029 0.10
Cl -0.8993 5.3241 -0.9158 0.16
Si -0.9624 3.2767 -1.0110 -0.16
Cl -0.5734 2.8020 1.1788 0.05
Cl 1.4010 2.8793 -1.3524 0.07
F 0.1596 1.1971 -3.8639 0.17
B 0.1209 0.0188 -3.1860 -1.27
F 1.3153 -0.1500 -2.3913 -0.01
F -0.1432 -1.0871 -3.9297 0.20
F -0.8964 0.1365 -2.1131 -0.15
Br -5.8930 -0.4030 1.6765 0.73
C -5.5487 -0.0765 -0.1504 -0.74
C -6.6305 0.1101 -0.9986 -0.13
C -6.4196 0.3556 -2.3454 -0.08
C -5.1305 0.4226 -2.8487 -0.07
C -4.0464 0.2356 -2.0051 -0.13
C -4.2541 -0.0194 -0.6595 -0.65
I -2.5826 -0.3318 0.6102 1.10
H -7.6305 0.0700 -0.5904 0.10
H -7.2704 0.4919 -2.9999 0.11
H -4.9589 0.6248 -3.8971 0.11
H -3.0420 0.2920 -2.3995 0.09
C 0.5115 -2.9619 -1.3195 -0.08
O 0.4647 -1.9069 -0.3497 -0.26
H 0.0702 -3.8704 -0.9091 0.09
H 1.5376 -3.1556 -1.6347 0.10
H -0.0640 -2.6424 -2.1816 0.08
H 0.9369 -2.1936 0.4373 0.08
```

***

# 6
The following is a DFT calculation (wB97M-V/def2-TZVPD) of an isolated molecule of C4H6INO.

Properties
Multiplicity: 1
Kohn-Sham gap (alpha / beta) (eV): 8.69 / 8.70
Relative energy (zero: lowest compared OMol25 entry of this formula, charge and spin) (kJ/mol): 386.1

Structure (XYZ):
```
13
Properties=species:S:1:pos:R:3:lowdin_charge:R:1
C -0.4004 0.4391 -0.3100 -0.51
C -0.0477 -0.8102 0.5661 -0.17
C 1.8905 -0.8170 -0.5651 -0.70
C -1.6480 1.0981 0.0826 -0.06
N 0.4806 0.8301 -1.1015 0.17
O 1.0188 -1.5635 0.0578 -0.14
I 3.3969 0.3064 0.3464 0.82
H 0.0972 -0.4779 1.6176 0.13
H -1.0223 -1.4761 0.5080 0.15
H 2.2260 -1.2260 -1.4677 0.03
H -2.3153 0.1847 0.0931 0.09
H -1.9903 1.8192 -0.7763 0.12
H -1.6860 1.6933 0.9490 0.06
```

***

# 7
The following is a DFT calculation (wB97M-V/def2-TZVPD) of a cluster of 8 separate species, BrH14O7 in total.

Properties
Charge: -1
Multiplicity: 1
Kohn-Sham gap (eV): 9.57
Relative energy (zero: lowest compared OMol25 entry of this formula, charge and spin) (kJ/mol): 97.5

Structure (XYZ):
```
22
Properties=species:S:1:pos:R:3:lowdin_charge:R:1
Br 0.3438 0.0745 -0.7630 0.31
O 2.4528 -2.4905 -1.4850 -0.10
H 1.8928 -1.9545 -0.9070 -0.06
H 2.3288 -2.1505 -2.3670 0.01
O 1.2818 -1.2725 2.0340 -0.08
H 0.8528 -1.0345 1.2240 -0.13
H 1.4238 -0.4505 2.4690 0.01
O -1.4612 -2.4285 -1.4780 -0.13
H -1.0682 -1.5755 -1.2260 -0.15
H -2.2522 -2.4665 -0.9320 0.01
O -1.0402 2.2885 1.2950 -0.07
H -0.5772 1.8915 0.6120 -0.14
H -0.6392 3.1595 1.2090 0.04
O -2.1002 2.3635 -1.9280 -0.08
H -2.4772 2.0185 -2.7310 0.02
H -1.3452 1.8145 -1.7640 -0.09
O -1.9202 -0.6175 1.5800 -0.12
H -1.0632 -0.3655 1.2130 -0.10
H -2.6392 -0.3255 0.9500 0.06
O 2.9798 0.9485 1.0830 -0.12
H 2.8398 1.8685 1.3560 0.03
H 2.1868 0.7055 0.5550 -0.11
```